Here is 2 unconnected molecules or ions with the total composition C2H8N2 at a distorted geometry from OMol25. Energies are from wB97M-V/def2-TZVPD.

```
12
Properties=species:S:1:pos:R:3:forces:R:3:lowdin_charge:R:1
N 0.325174 2.235755 -2.905194 -0.02 0.87 0.66 -0.001
N -0.633101 -1.007082 0.872174 -0.46 0.14 3.61 -0.087
C 0.420157 -1.949293 1.489390 0.12 0.97 -4.00 -0.109
C -0.453518 0.247098 1.024630 0.14 -0.83 -0.05 -0.109
H -0.088420 -2.640909 2.131197 -0.25 0.09 0.50 0.059
H 0.793956 1.339453 -2.829907 -0.29 -0.03 0.18 0.002
H 0.510905 0.670526 0.789931 0.94 0.42 0.88 0.050
H 0.849584 2.889155 -2.325444 0.60 -0.05 -0.46 0.000
H -0.528935 2.251229 -2.354070 -0.29 -0.80 -0.38 -0.001
H 1.322109 -1.476762 1.887795 -0.44 0.24 0.34 0.065
H -1.194150 0.950537 1.467180 -0.33 -0.38 -1.56 0.073
H 0.753733 -2.493763 0.604179 0.28 -0.64 0.27 0.057
```
Forces are in eV/Å.

Frontier orbital gap, eV: 9.34
SMILES: C=NC.N
ΔE to the lowest compared entry with this formula, charge and spin, kcal/mol: 51.0